No. 1
The following is a DFT calculation (wB97M-V/def2-TZVPD) of an isolated molecule of C20H28N2O2S.

Last column: natural (NBO) charge in e.
Positions of all 53 atoms, in Å:
C 6.15027 -0.23273 0.78214  -0.6506
C 4.87546 -0.64549 0.10752  0.0914
C 4.84649 -1.80283 -0.65933  -0.2556
C 3.68706 -2.18963 -1.30293  -0.1982
C 2.53511 -1.44069 -1.16064  -0.2611
C 2.53580 -0.28588 -0.38356  0.1727
N 1.38042 0.50983 -0.22583  -0.4709
C 0.39028 0.47111 -1.28101  -0.2280
C -0.54894 1.66025 -1.10022  -0.2250
N -1.22874 1.53983 0.17882  -0.4656
C -2.27416 2.52740 0.36173  -0.2344
C -3.51922 2.27423 -0.50282  0.0723
O -3.29010 2.79738 -1.79629  -0.7256
C -3.91026 0.78523 -0.58234  -0.0897
O -4.37721 0.29411 0.65561  -0.5385
C -3.46558 -0.54770 1.33743  -0.0990
C -3.30952 -1.87813 0.66668  -0.2226
C -4.28471 -2.76679 0.33370  -0.2566
C -3.78907 -3.91978 -0.31528  -0.2508
C -2.44184 -3.89262 -0.46740  -0.4162
S -1.75184 -2.45248 0.16934  0.4289
C -0.23740 1.57829 1.23915  -0.2270
C 0.72575 0.40673 1.06416  -0.2067
C 3.72433 0.13218 0.23233  -0.0604
C 3.77005 1.42682 0.98932  -0.6495
H 6.90665 -1.00613 0.67445  0.2147
H 5.98588 -0.05182 1.84328  0.2148
H 6.53826 0.68678 0.34329  0.2154
H 5.74214 -2.39924 -0.75826  0.2044
H 3.67535 -3.08564 -1.90657  0.2095
H 1.62713 -1.76382 -1.64558  0.2126
H 0.89773 0.54276 -2.24490  0.2130
H -0.21097 -0.45265 -1.25293  0.1779
H -1.29126 1.67944 -1.89679  0.2277
H 0.03480 2.59580 -1.14956  0.1698
H -2.58797 2.49257 1.40792  0.2078
H -1.92240 3.54877 0.13840  0.1885
H -4.35595 2.81556 -0.03204  0.1662
H -4.09032 2.69456 -2.32290  0.4719
H -4.73462 0.68124 -1.30104  0.1748
H -3.05743 0.20455 -0.94332  0.1913
H -3.90087 -0.67767 2.33417  0.2022
H -2.48599 -0.06593 1.42427  0.1960
H -5.32462 -2.59650 0.54724  0.2272
H -4.41063 -4.73194 -0.64777  0.2236
H -1.80255 -4.62786 -0.91400  0.2351
H -0.73975 1.49512 2.20701  0.1996
H 0.33281 2.52438 1.22481  0.1712
H 1.47293 0.41360 1.85754  0.2104
H 0.15279 -0.53455 1.13428  0.1768
H 2.90115 2.02977 0.74280  0.2340
H 4.66796 1.98429 0.72938  0.2170
H 3.78731 1.25591 2.06649  0.2131

Output
SMILES   Cc1cccc(N2CCN(C[C@@H](O)COCc3cccs3)CC2)c1C
Largest force on an atom   0.719 eV/A
Energy relative to the best compared isomer or geometry (same formula, charge and spin)   38.02 kJ/mol
Calculated total energy   -39104.215 eV
LUMO energy   0.748 eV
Gap between HOMO and LUMO   8.737 eV
Charge   0

***

No. 2
The following is a DFT calculation (wB97M-V/def2-TZVPD) of a structure of composition CH2ClOP.

Last column: natural (NBO) charge in e.
Positions of all 6 atoms, in Å:
C -1.66083 -0.90214 -0.12557  0.4180
O -1.99103 -2.04028 -0.07335  -0.4133
P -0.36720 0.02584 -0.76240  0.3820
Cl -3.30830 0.73068 0.12602  -0.4445
H 0.91961 -0.54206 -0.08558  0.0351
H -0.38207 1.10121 -0.00036  0.0227

Output
Largest force on an atom   5.161 eV/A
Energy relative to the best compared isomer or geometry (same formula, charge and spin)   139.33 kJ/mol
Calculated total energy   -24926.136 eV
LUMO energy   -0.897 eV
Gap between HOMO and LUMO   9.463 eV
Charge   0

***

No. 3
The following is a DFT calculation (wB97M-V/def2-TZVPD) of a cluster of 2 separate species, C3H12P2Si in total.

Last column: natural (NBO) charge in e.
Positions of all 18 atoms, in Å:
C -0.87739 2.34282 0.48362  -1.1385
Si 0.76140 1.41864 0.75332  1.1927
C 0.66059 0.41074 2.36228  -1.1379
P 2.27212 1.63046 -0.69690  -0.4126
H -1.58577 1.71857 -0.05683  0.2475
H -1.34258 2.65219 1.41663  0.2413
H -0.70116 3.23092 -0.11754  0.2519
H 1.65746 0.21664 2.74868  0.2506
H 0.09189 0.91675 3.13937  0.2435
H 0.19038 -0.55221 2.17013  0.2615
H 3.16556 0.78168 -0.04910  -0.0044
C -1.31120 -2.20806 -1.92015  -0.8991
P 0.18324 -2.04643 -0.83150  0.2624
H -2.09655 -1.55593 -1.53577  0.2224
H -1.09041 -1.94697 -2.95124  0.2258
H -1.66740 -3.23472 -1.87322  0.2274
H 0.68840 -0.89548 -1.44354  -0.0096
H 1.00140 -2.87962 -1.59824  -0.0249

Output
SMILES   C[Si](C)=P.CP
Largest force on an atom   1.094 eV/A
Energy relative to the best compared isomer or geometry (same formula, charge and spin)   77.93 kJ/mol
Calculated total energy   -29759.437 eV
LUMO energy   0.352 eV
Gap between HOMO and LUMO   8.366 eV
Charge   0

***

No. 4
The following is a DFT calculation (wB97M-V/def2-TZVPD) of an isolated molecule of C5H8Cl2O2.

Last column: natural (NBO) charge in e.
Positions of all 17 atoms, in Å:
C 1.67268 0.77920 0.62175  -0.6300
C 0.44179 0.20971 -0.12966  0.4858
C 0.68018 0.15554 -1.67300  -0.2950
Cl 1.96149 1.15119 -2.30852  0.0032
Cl 0.71318 -1.44424 -2.43606  0.0085
O 0.24383 -1.16531 0.35136  -0.5248
C -1.13768 -1.32563 0.58201  -0.0598
C -1.61066 0.03734 0.94302  -0.0930
O -0.70654 0.85600 0.11185  -0.5375
H 1.26565 0.67620 1.77806  0.2180
H 2.41120 0.11817 0.42334  0.2180
H 1.71257 2.01117 0.43912  0.2448
H -0.28131 0.77416 -2.19013  0.2524
H -1.71740 -1.51077 -0.53045  0.1387
H -1.35912 -1.98882 1.20912  0.1820
H -2.68177 0.36162 0.65735  0.2130
H -1.60810 0.30446 2.15085  0.1757

Output
SMILES   CC1(C(Cl)Cl)OCCO1
Largest force on an atom   10.236 eV/A
Energy relative to the best compared isomer or geometry (same formula, charge and spin)   321.28 kJ/mol
Calculated total energy   -34451.199 eV
LUMO energy   0.742 eV
Gap between HOMO and LUMO   10.741 eV
Charge   0